38
Properties=species:S:1:pos:R:3:mulliken_charge:R:1 method="wB97M-V/def2-TZVPD" s2=0.756 gap_ev="9.164 / 5.504" multiplicity=2 charge=+2 homo_ev="-16.147 / -16.147" lumo_ev="-6.98 / -10.64"
Zn -1.7405 -1.2583 0.8281 0.555
Cl 0.1641 0.2037 1.2849 -0.653
C -4.2241 1.5086 -1.4477 -1.195
C -2.9210 1.2882 -0.6210 1.153
O -2.6942 0.1056 -0.3359 -0.550
N -2.1317 2.1945 -0.1342 0.179
C -2.2343 3.6309 -0.1747 -0.812
H -3.9562 2.1916 -2.2539 0.403
H -5.0043 1.9564 -0.8322 0.333
H -4.4473 0.6042 -2.0137 0.344
H -1.3253 1.7545 0.2853 -0.228
H -3.0639 3.8501 -0.8468 0.333
H -1.4105 4.2195 -0.5784 0.218
H -2.5199 4.0793 0.7768 0.355
C -0.2894 -5.1061 1.9016 -1.213
C 0.0619 -3.7246 1.5452 0.882
O -0.8096 -2.8637 1.5926 -0.470
N 1.3034 -3.3875 1.2025 0.077
C 2.4298 -4.2115 1.3152 -0.893
H -1.2908 -5.0539 2.3290 0.361
H 0.3466 -5.6619 2.5906 0.414
H -0.6621 -5.5203 0.9648 0.343
H 1.5131 -2.4010 1.1483 0.112
H 3.2393 -3.5360 1.5919 0.313
H 2.6674 -4.4524 0.2790 0.343
H 2.3314 -5.0570 1.9959 0.312
C 3.5686 1.1610 0.0710 -0.600
C 2.9726 1.9988 -1.0507 0.764
O 3.7640 2.7053 -1.6514 -0.151
N 1.6262 2.0895 -1.1875 0.100
C 0.7952 2.8843 -2.1107 -0.790
H 2.9246 0.2890 0.1844 -0.001
H 3.5986 1.7472 0.9894 0.327
H 4.5264 0.7374 -0.2311 0.396
H 1.1246 1.8007 -0.3599 0.009
H -0.1815 2.4035 -2.0558 0.267
H 1.3001 2.8840 -3.0767 0.369
H 0.6489 3.9463 -1.9140 0.295

---

40
Properties=species:S:1:pos:R:3:mulliken_charge:R:1 method="wB97M-V/def2-TZVPD" s2=2.074 gap_ev="6.444 / 3.621" multiplicity=3 charge=-1 homo_ev="-5.045 / -4.562" lumo_ev="1.40 / -0.94"
Pt 22.0228 -19.6287 -1.1162 0.735
F 23.1103 -22.2995 0.3511 -0.833
F 21.0370 -16.6529 -2.3871 -0.661
F 22.8096 -20.5207 -4.1441 -0.245
C 19.7335 -17.8876 3.8199 0.173
O 19.9331 -18.3967 2.6958 -0.605
N 18.5810 -18.0446 4.5072 0.095
C 18.3842 -17.3400 5.8109 -0.870
C 17.4834 -18.8335 4.0009 -0.970
H 20.3981 -17.1733 4.3302 0.268
H 18.7088 -17.9540 6.6509 0.304
H 17.3142 -17.1517 5.8990 0.284
H 18.8711 -16.3877 6.0208 0.338
H 17.4891 -19.7077 4.6519 0.346
H 16.5571 -18.2667 3.9065 0.322
H 17.7395 -19.1560 2.9918 0.313
C 16.9276 -21.4502 -2.4224 0.156
O 18.0380 -20.8347 -2.2971 -0.626
N 15.9034 -20.7828 -2.9807 0.135
C 14.6016 -21.4272 -3.0118 -0.985
C 16.0720 -19.4514 -3.6142 -0.983
H 16.7948 -22.5140 -2.1718 0.292
H 14.1229 -21.0329 -3.9081 0.315
H 13.8560 -21.0746 -2.2991 0.290
H 14.6356 -22.5099 -3.1333 0.358
H 15.9425 -19.6144 -4.6842 0.359
H 15.3304 -18.6549 -3.5536 0.351
H 17.0629 -19.0135 -3.4944 0.339
C 26.9742 -17.1398 0.3555 0.126
O 26.0586 -17.6077 -0.2438 -0.570
N 27.6296 -16.0668 -0.0391 0.117
C 28.7746 -15.5596 0.7015 -0.834
C 27.0109 -15.3609 -1.2085 -0.896
H 27.4235 -17.5215 1.2854 0.245
H 28.8205 -15.9185 1.7297 0.300
H 28.7853 -14.4698 0.6812 0.284
H 29.7041 -15.9669 0.3036 0.298
H 26.1299 -15.7993 -1.6772 0.317
H 26.9114 -14.2986 -0.9852 0.281
H 27.7710 -15.4641 -1.9829 0.335

---

39
Properties=species:S:1:pos:R:3:mulliken_charge:R:1 method="wB97M-V/def2-TZVPD" gap_ev=6.882 charge=+2 homo_ev=-16.961 lumo_ev=-10.08
Zr -0.2381 -0.1190 -0.3687 -0.974
H 1.2921 -0.6229 0.7901 -0.094
H 0.6621 -1.0419 1.2078 0.381
P 1.9337 -0.1601 -1.7302 1.019
P -2.5135 -0.6375 0.5408 1.128
C -3.4098 0.8933 0.8791 -1.138
H -4.4263 0.6148 1.1810 0.478
H -2.8730 1.4329 1.6744 0.279
H -3.4170 1.5236 -0.0198 0.351
C -3.3751 -1.5338 -0.7586 -1.123
H -2.8368 -2.4619 -0.9768 0.386
H -4.3802 -1.7319 -0.3827 0.419
H -3.3850 -0.9238 -1.6663 0.413
C -2.5100 -1.6251 2.0368 -1.174
H -2.0198 -1.0650 2.8426 0.319
H -3.5536 -1.8428 2.2868 0.438
H -1.9500 -2.5520 1.8681 0.365
C 1.5276 -0.8577 -3.3735 -1.199
H 2.4275 -0.8916 -4.0017 0.408
H 1.1128 -1.8662 -3.2436 0.393
H 0.7487 -0.2402 -3.8371 0.402
C 2.6551 1.4715 -2.0789 -1.259
H 2.9806 1.9275 -1.1356 0.358
H 3.5026 1.3666 -2.7685 0.439
H 1.8878 2.1194 -2.5192 0.406
C 3.2989 -1.1733 -1.1150 -1.189
H 2.9424 -2.1929 -0.9312 0.379
H 4.1148 -1.1984 -1.8479 0.413
H 3.6518 -0.7637 -0.1616 0.418
C -0.1177 2.0379 -0.0586 0.583
O -0.1651 3.1543 0.1752 -0.088
H -1.0117 0.1404 -1.9515 0.138
F 2.2478 1.8300 3.8134 -0.212
C 1.6577 1.2355 2.7508 0.832
F 2.1159 1.8812 1.6263 -0.232
F 2.2057 -0.0260 2.6707 -0.245
C 0.1174 1.3006 2.8718 0.133
O -0.3552 1.6393 3.9288 -0.454
O -0.5450 0.9588 1.7829 0.101

---

The following total energy values (in hartree) correspond, in order, to the records above: -2984.454126, -1164.048406, -1609.884270.